{
  "formula": "C8H13NO3",
  "method": "the ωB97M-V functional and the def2-TZVPD basis",
  "species": ["C", "C", "C", "C", "C", "C", "C", "C", "N", "O", "O", "O", "H", "H", "H", "H", "H", "H", "H", "H", "H", "H", "H", "H", "H"],
  "xyz": [[-2.69, 1.19, -0.76], [-1.82, 0.16, -0.99], [-2.23, -0.76, 0.07], [-1.74, -2.14, 0.42], [1.12, 2.18, -0.42], [1.58, 0.61, 2.39], [2.41, -1.38, -1.11], [1.62, 0.76, -0.03], [-3.32, -0.37, 0.66], [-3.58, 0.86, 0.16], [1.83, 0.24, 1.13], [1.79, -0.09, -1.10], [-2.63, 2.07, -1.29], [-2.58, -2.71, 0.72], [-0.99, -2.52, -0.40], [-1.06, -1.99, 1.30], [1.21, 2.21, -1.59], [1.86, 2.82, 0.05], [0.05, 2.23, 0.03], [1.83, 0.00, 3.12], [-1.02, 0.04, -1.69], [0.83, 1.40, 2.46], [3.27, -1.28, -0.28], [2.68, -1.46, -2.06], [1.59, -2.07, -0.76]],
  "nbo_charge": [0.1277, -0.3717, 0.1508, -0.6443, -0.7059, -0.3330, -0.2305, 0.5993, -0.1384, -0.2663, -0.3898, -0.5413, 0.2050, 0.2421, 0.2165, 0.2330, 0.2529, 0.2372, 0.2405, 0.1646, 0.2425, 0.1464, 0.1911, 0.1903, 0.1815],
  "energy_ev": -16132.11855,
  "e_homo_ev": [-6.75, -6.13]
}

{
  "formula": "C30H34N3NaO3S6",
  "method": "the ωB97M-V functional and the def2-TZVPD basis",
  "species": ["Na", "C", "C", "S", "C", "C", "S", "C", "C", "S", "H", "H", "H", "H", "H", "H", "H", "H", "H", "H", "H", "H", "C", "C", "N", "C", "C", "S", "C", "C", "S", "C", "N", "C", "H", "H", "H", "H", "H", "H", "H", "H", "O", "C", "O", "S", "C", "C", "C", "C", "C", "C", "C", "C", "C", "C", "C", "C", "C", "C", "H", "H", "H", "H", "H", "H", "H", "H", "H", "H", "H", "H", "H", "H", "O", "C", "N"],
  "xyz": [[1.25, -0.12, -0.59], [-0.64, 2.98, 4.61], [0.62, 2.15, 4.58], [1.20, 1.67, 2.95], [2.67, 2.79, 2.88], [2.39, 4.31, 2.85], [1.93, 4.76, 1.15], [0.12, 5.07, 1.23], [-0.73, 4.31, 2.20], [-0.59, 4.75, 3.98], [-0.93, 3.17, 5.65], [-1.46, 2.46, 4.15], [0.31, 1.21, 5.08], [1.42, 2.61, 5.22], [3.16, 2.55, 1.96], [3.31, 2.45, 3.69], [3.32, 4.81, 3.14], [1.63, 4.57, 3.64], [-0.13, 4.83, 0.19], [0.11, 6.15, 1.38], [-0.50, 3.21, 2.17], [-1.79, 4.38, 1.90], [-0.15, 1.20, -3.75], [1.25, 0.74, -4.00], [1.99, 0.29, -2.98], [3.31, 0.23, -3.34], [3.56, 0.37, -4.74], [2.12, 0.82, -5.56], [4.28, 0.06, -2.26], [5.66, 0.09, -2.51], [6.55, 0.41, -1.10], [5.08, 0.08, -0.16], [3.92, -0.06, -0.89], [5.17, -0.10, 1.29], [-0.30, 1.37, -2.60], [-0.89, 0.46, -4.02], [-0.43, 2.11, -4.27], [4.48, 0.10, -5.29], [6.05, 0.11, -3.51], [6.06, -0.70, 1.56], [4.27, -0.49, 1.74], [5.34, 0.85, 1.83], [4.86, -6.74, -1.40], [5.01, -7.86, -1.46], [-0.39, -1.71, -0.17], [-0.85, -2.67, 0.88], [-2.12, -1.86, 1.96], [-3.48, -1.57, 1.45], [-4.55, -2.50, 1.57], [-5.78, -2.23, 1.01], [-6.08, -1.02, 0.39], [-5.07, -0.02, 0.37], [-3.79, -0.29, 0.88], [-1.94, -3.94, 0.09], [-2.05, -3.78, -1.42], [-0.90, -4.14, -2.16], [-0.76, -3.65, -3.46], [-1.91, -3.22, -4.12], [-3.13, -3.07, -3.43], [-3.18, -3.32, -2.07], [-1.62, -0.88, 2.12], [-2.16, -2.37, 2.90], [-4.41, -3.46, 2.05], [-6.51, -3.04, 1.05], [-7.03, -0.94, -0.09], [-5.22, 0.96, -0.09], [-3.06, 0.49, 0.76], [-2.93, -3.87, 0.55], [-1.49, -4.93, 0.31], [-0.17, -4.80, -1.76], [0.19, -3.64, -3.92], [-1.85, -3.08, -5.18], [-4.01, -2.71, -3.92], [-4.10, -3.02, -1.53], [-2.13, 2.48, -0.07], [-1.13, 1.96, -0.51], [-0.20, 1.43, -1.06]],
  "lowdin_charge": [0.3343, -0.5114, -0.5557, 0.8417, -0.5359, -0.5527, 0.8542, -0.5183, -0.5519, 0.8478, 0.0629, 0.0720, 0.0735, 0.1047, 0.0249, 0.0655, 0.0673, 0.0082, 0.0628, 0.0616, 0.0119, 0.0834, -0.1032, -0.5406, 0.0650, -0.3333, -0.3797, 1.0193, -0.3006, -0.3783, 1.0464, -0.5773, 0.1029, -0.1073, 0.0129, 0.0652, 0.0662, 0.0721, 0.0612, 0.0846, 0.0811, 0.0845, 0.0102, -0.0091, -0.5370, 0.9718, -0.2786, -0.2563, -0.0789, -0.1092, -0.0729, -0.0479, -0.0047, -0.2581, -0.2669, -0.0413, -0.0616, -0.0674, -0.0657, -0.0426, 0.1009, 0.0887, 0.1064, 0.1067, 0.0893, 0.1110, 0.0812, 0.0553, 0.0969, 0.1037, 0.0915, 0.0892, 0.0903, 0.1237, -0.0148, -0.5045, 0.0086],
  "energy_ev": -111701.04550,
  "e_homo_ev": -7.69
}

Q: Which energy relative to the best compared isomer or geometry (same formula, charge and spin) values were calculated for the entries above? A: 180.7, 3.7, in kcal/mol.